# C19H54N6O6

A 6-piece molecular cluster, C19H54N6O6 overall (the ωB97M-V functional and the def2-TZVPD basis, OMol25).

```
85
Properties=species:S:1:pos:R:3:forces:R:3:mulliken_charge:R:1
C 0.0023 -5.4689 -3.1153 -0.248 0.011 -1.057 -1.566
C -0.4319 -4.0709 -2.7077 0.386 -0.537 0.349 1.499
C -1.9446 -3.9437 -2.7609 0.573 -0.155 0.031 -0.726
O -2.3413 -3.9294 -4.1119 -0.507 0.061 0.369 -0.322
C -3.7551 -3.9969 -4.2095 0.231 0.874 -0.416 -0.777
N -0.0049 -3.8231 -1.3254 -0.417 0.300 -0.027 -0.638
H -0.4766 -6.2259 -2.4960 0.242 -0.012 0.198 0.328
H 1.0841 -5.6006 -3.1768 0.031 0.048 0.489 0.421
H -0.3266 -5.6396 -4.1467 -0.146 -0.017 0.107 0.359
H 0.0062 -3.3580 -3.4138 -0.137 0.086 -0.036 -0.600
H -2.2306 -3.0338 -2.2136 -0.257 0.111 -0.247 0.435
H -2.3948 -4.7977 -2.2399 -0.025 -0.003 0.070 0.344
H -4.1511 -4.9351 -3.8190 -0.021 -0.099 -0.109 0.311
H -3.9962 -3.8269 -5.2586 -0.066 -0.472 -0.021 0.260
H -4.2236 -3.1518 -3.6876 0.058 -0.149 0.264 0.317
H -0.3430 -2.9036 -1.0532 0.095 -0.011 0.079 0.181
H 1.0021 -3.7734 -1.2740 0.051 -0.096 -0.051 0.187
C -0.6302 -0.3705 7.2414 0.053 0.227 0.772 -1.534
C -0.3067 -0.5333 5.7815 -0.073 -0.286 -0.950 0.482
C -1.5629 -0.6317 4.9240 -0.012 -0.339 0.227 -0.775
O -1.1899 -1.1865 3.6689 -0.053 0.339 -0.148 -0.419
C -2.2247 -1.0961 2.7220 -0.460 -0.490 -0.573 -0.666
N 0.6030 0.5010 5.2789 -0.140 0.548 0.236 -0.643
H 0.2517 -0.5181 7.8676 0.111 0.181 -0.150 0.363
H -1.3628 -1.0831 7.6244 -0.062 -0.118 -0.346 0.392
H -1.0296 0.6246 7.4621 0.050 0.024 -0.093 0.373
H 0.2015 -1.4920 5.6232 -0.033 -0.045 0.174 0.205
H -2.0277 0.3520 4.7854 0.011 0.030 0.012 0.274
H -2.2919 -1.3184 5.3769 -0.041 0.149 0.076 0.456
H -1.9857 -1.7678 1.8946 0.119 0.042 0.047 0.195
H -2.3631 -0.0963 2.2945 0.149 0.136 0.285 0.162
H -3.1844 -1.4477 3.1190 0.061 0.112 0.189 0.431
H 0.4041 1.3896 5.7328 0.050 -0.132 0.189 0.287
H 0.4289 0.7067 4.2970 0.164 -0.347 -0.108 0.225
C 0.6875 -0.4827 -3.9681 -0.504 0.252 0.625 -1.555
C 2.0225 0.0649 -3.4626 0.186 -1.167 -0.785 1.244
C 2.8276 -1.0146 -2.7346 0.761 0.842 0.604 -1.197
O 2.2454 -1.3468 -1.4804 -0.368 -0.098 -0.033 -0.084
C 3.0540 -2.2035 -0.6886 0.265 -0.490 -0.930 -1.168
N 2.7756 0.5104 -4.6407 0.599 -0.090 -0.068 -0.836
H -0.1229 -0.3033 -3.2564 0.059 0.025 0.004 0.293
H 0.7202 -1.5634 -4.1032 0.191 0.022 -0.188 0.297
H 0.4017 -0.0097 -4.9057 0.035 0.047 -0.006 0.551
H 1.9287 0.9011 -2.7718 -0.237 0.160 -0.131 -0.110
H 3.7973 -0.5339 -2.5131 0.056 -0.242 -0.040 0.589
H 3.0506 -1.8960 -3.3466 -0.396 -0.070 -0.085 0.280
H 2.8821 -2.0299 0.3685 0.130 0.246 0.017 0.390
H 4.0937 -2.0800 -1.0044 0.140 0.217 0.568 0.392
H 2.8360 -3.2547 -0.9132 -0.115 0.009 0.072 0.347
H 3.7765 0.5351 -4.4524 -0.106 0.343 0.207 0.242
H 2.7155 -0.1774 -5.3863 -0.369 0.001 0.040 0.285
C -2.7538 5.1844 2.1544 -0.843 0.227 0.731 -1.415
C -1.9948 3.9265 1.8165 0.558 0.150 -0.354 0.938
C -2.5739 3.1996 0.6180 0.707 0.066 -0.411 -0.520
O -2.5769 4.0371 -0.5257 -0.495 -0.175 0.240 -0.383
C -3.3302 3.4703 -1.5696 -0.324 0.658 -0.125 -0.763
N -0.5596 4.2269 1.5580 -0.602 -0.761 0.239 -0.749
H -2.3859 5.6404 3.0782 0.215 0.004 -0.114 0.396
H -3.8100 4.9733 2.3660 0.081 -0.175 -0.091 0.351
H -2.7612 5.9435 1.3752 0.363 -0.177 -0.191 0.312
H -2.0453 3.1741 2.6185 -0.335 0.268 0.245 -0.065
H -3.5730 2.8073 0.8423 -0.113 0.159 0.003 0.453
H -1.9153 2.3459 0.3902 -0.156 -0.156 0.126 0.087
H -4.4166 3.5440 -1.4053 0.082 -0.192 0.371 0.298
H -3.0731 2.4192 -1.7297 0.119 0.031 -0.241 0.283
H -3.1624 4.1012 -2.4439 0.298 -0.368 -0.153 0.270
H -0.1765 4.6413 2.4041 -0.057 0.170 -0.063 0.289
H -0.1719 3.2790 1.5704 0.533 0.400 -0.220 0.283
C 3.6597 2.5319 -0.9093 -0.428 0.668 0.914 -0.266
C 4.9440 2.8636 -0.1269 -0.890 -0.848 -1.034 -0.431
O 5.2950 4.2167 -0.2942 0.210 0.080 0.201 -0.528
H 2.8317 2.9835 -0.3449 -0.036 0.080 -0.211 0.188
H 3.4059 1.4717 -0.9242 0.356 -0.096 -0.192 -0.184
H 3.6587 2.9919 -1.8966 0.157 -0.273 -0.139 0.377
H 5.7351 2.2516 -0.5595 0.347 0.223 0.288 0.322
H 4.7639 2.5686 0.9102 0.356 0.168 0.137 0.251
H 4.5313 4.7585 -0.0722 -0.005 0.015 0.043 0.316
C 0.6738 0.5966 1.0689 -0.812 -0.749 -0.596 0.277
O 0.4591 1.4814 1.8828 0.051 0.088 0.365 -0.725
N 0.7710 0.8287 -0.2799 -0.056 0.293 0.619 0.121
N 0.6852 -0.7296 1.4115 0.505 0.229 -0.104 0.015
H 1.2673 0.1556 -0.8534 -0.087 0.225 0.011 -0.135
H 0.7634 1.8129 -0.4880 0.282 -0.023 -0.365 0.339
H 0.7352 -1.4041 0.6670 -0.230 -0.039 0.124 0.066
H 0.2040 -0.9624 2.2664 0.187 -0.150 0.242 0.151
```
Positions in Å, forces in eV/Å.

E_HOMO	-8.83	eV
E_LUMO	0.44	eV
frontier orbital gap	9.27	eV
max |F|	1.607	eV Å⁻¹
E	-41803.03725	eV
2S+1	1
SMILES	COC[C@H](C)N.COC[C@H](C)N.COC[C@H](C)N.COC[C@H](C)N.NC(N)=O.CCO


# C7H14

An isolated molecule of C7H14 (the ωB97M-V functional and the def2-TZVPD basis, OMol25).

```
21
Properties=species:S:1:pos:R:3:forces:R:3:nbo_charge:R:1
C -0.7631 1.6961 -1.5379 0.309 0.182 0.142 -0.616
C 0.2822 1.1619 -0.5615 -0.084 0.040 -0.200 -0.203
C 0.0318 1.0282 0.9582 -0.102 0.046 0.037 -0.403
C 0.8650 -0.2823 0.9362 0.042 -0.007 0.041 -0.203
C 0.4560 -1.4098 1.8872 -0.007 0.017 -0.099 -0.615
C 0.5788 -0.3617 -0.6112 -0.183 -0.085 0.251 -0.207
C -0.5973 -1.2852 -0.9344 -0.031 0.016 -0.056 -0.627
H -1.5258 0.9419 -1.6647 -0.437 -0.062 -0.054 0.205
H -1.2444 2.6225 -1.2141 0.103 -0.054 0.117 0.211
H -0.3352 1.8896 -2.5296 0.031 -0.088 0.188 0.209
H 1.2422 1.6844 -0.6867 -0.238 -0.062 -0.047 0.196
H 0.3765 1.8445 1.6043 -0.060 -0.152 -0.131 0.205
H -1.0229 0.8284 1.1912 0.159 -0.020 -0.077 0.195
H 1.9211 -0.0427 1.1150 -0.140 -0.004 -0.134 0.201
H -0.6074 -1.6631 1.7982 0.175 0.073 -0.060 0.203
H 1.0323 -2.3258 1.7095 -0.063 0.140 -0.020 0.209
H 0.6257 -1.1197 2.9338 0.008 0.030 -0.260 0.213
H 1.3762 -0.5832 -1.3207 0.344 -0.310 0.360 0.199
H -0.8659 -1.2225 -1.9938 -0.017 0.025 0.112 0.212
H -1.4962 -1.0702 -0.3427 0.168 0.056 -0.107 0.202
H -0.3297 -2.3314 -0.7364 0.023 0.218 -0.004 0.215
```
Positions in Å, forces in eV/Å.

E_HOMO	-10.20	eV
E_LUMO	1.14	eV
frontier orbital gap	11.34	eV
max |F|	0.586	eV Å⁻¹
E	-7485.54752	eV
2S+1	1
SMILES	C[C@@H]1[C@H](C)C[C@@H]1C


# C28H22AgN2S

C28H22AgN2S as an isolated structure (the ωB97M-V functional and the def2-TZVPD basis, OMol25).

```
54
Properties=species:S:1:pos:R:3:forces:R:3:nbo_charge:R:1
Ag 0.8324 -0.3718 -1.4330 0.632 -0.249 -1.297 0.667
C 3.4871 2.0115 -2.0255 0.095 0.050 -0.065 -0.239
C 4.0857 0.7708 -1.8795 0.103 0.057 -0.012 -0.162
C 4.0910 0.1429 -0.6441 0.129 0.099 0.098 -0.236
C 3.4994 0.7580 0.4486 0.177 0.021 -0.017 -0.175
C 2.9231 2.0092 0.3065 0.067 0.052 0.084 -0.218
C 2.9108 2.6324 -0.9286 0.050 0.104 -0.035 -0.209
H 3.4779 2.4982 -2.9908 -0.060 -0.004 -0.069 0.208
H 4.5563 0.2961 -2.7294 -0.036 -0.070 -0.078 0.193
H 4.5626 -0.8227 -0.5309 -0.049 -0.112 -0.002 0.204
H 3.4768 0.2606 1.4054 -0.039 -0.051 0.070 0.218
H 2.4748 2.4919 1.1628 -0.069 0.007 0.057 0.208
H 2.4591 3.6090 -1.0384 -0.078 0.036 -0.021 0.201
S -0.8572 1.6868 -5.1472 0.449 -0.406 0.498 0.291
C 0.7639 1.2977 -5.5647 -0.352 0.168 -0.264 -0.424
C 1.3952 0.5749 -4.6032 0.197 -0.011 -0.057 -0.291
C 0.6281 0.3124 -3.4257 -0.651 0.149 0.209 -0.361
C -0.6277 0.8470 -3.5934 0.676 0.355 -1.244 -0.307
C -1.7457 0.7306 -2.7060 -0.713 -0.071 0.853 0.192
C -3.0708 0.7215 -3.1658 0.105 0.090 -0.009 -0.259
C -4.0977 0.4947 -2.2762 0.076 0.007 0.305 -0.173
C -3.7889 0.2980 -0.9323 -0.279 0.052 -0.170 -0.296
C -2.4615 0.3679 -0.5560 0.036 -0.003 0.154 0.064
N -1.4617 0.5794 -1.3966 -0.498 0.229 -0.516 -0.463
H 1.1326 1.6353 -6.5200 0.178 -0.062 -0.051 0.213
H 2.4044 0.2139 -4.7503 0.112 0.054 0.065 0.202
H -3.2624 0.8805 -4.2179 -0.050 -0.089 -0.039 0.214
H -5.1268 0.4631 -2.6114 -0.010 0.003 -0.042 0.202
H -4.5623 0.1131 -0.2002 0.008 -0.023 0.050 0.209
H -2.1687 0.2581 0.4793 -0.024 -0.085 0.177 0.195
N 0.9310 -0.8153 0.4859 -0.394 -0.042 1.309 -0.785
C 0.1755 -1.0049 1.4675 0.745 -0.105 -0.466 0.141
C 0.2375 -0.0864 2.6489 0.100 0.104 0.414 -0.087
C 0.4068 -0.5695 3.9447 -0.029 0.060 -0.115 -0.160
C 0.5468 0.3021 5.0103 0.022 -0.014 0.211 -0.242
C 0.4928 1.6713 4.8032 0.042 0.115 0.120 -0.239
C 0.3210 2.1615 3.5163 -0.011 0.134 0.093 -0.224
C 0.2014 1.2903 2.4504 -0.093 -0.117 -0.067 -0.194
C -0.8092 -2.1218 1.5671 -0.451 -0.278 -0.013 -0.095
C -0.6438 -3.2661 0.7877 0.171 0.091 0.034 -0.179
C -1.5943 -4.2670 0.7901 -0.071 -0.077 -0.052 -0.220
C -2.7445 -4.1326 1.5543 -0.129 -0.087 0.072 -0.235
C -2.9184 -3.0043 2.3384 -0.212 -0.111 0.020 -0.243
C -1.9549 -2.0123 2.3540 0.113 0.012 -0.057 -0.167
H 0.4296 -1.6380 4.1144 0.008 -0.082 -0.010 0.201
H 0.6981 -0.0910 6.0092 -0.017 0.022 0.019 0.198
H 0.5803 2.3535 5.6410 0.030 -0.009 -0.019 0.199
H 0.2802 3.2294 3.3442 -0.018 0.063 0.008 0.202
H 0.0661 1.6595 1.4435 0.060 0.000 -0.136 0.231
H 0.2450 -3.3405 0.1723 -0.012 0.085 -0.003 0.234
H -1.4519 -5.1523 0.1834 0.016 -0.025 -0.034 0.201
H -3.5047 -4.9020 1.5388 -0.030 -0.066 0.003 0.197
H -3.8178 -2.8918 2.9311 -0.032 -0.007 0.032 0.197
H -2.1022 -1.1327 2.9680 0.007 0.034 0.003 0.204
```
Positions in Å, forces in eV/Å.

total charge	-1
E_HOMO	-3.51	eV
E_LUMO	2.82	eV
frontier orbital gap	6.33	eV
max |F|	1.464	eV Å⁻¹
E	-47207.54595	eV
2S+1	1


# C6H18N4

C6H18N4 as an isolated structure (the ωB97M-V functional and the def2-TZVPD basis, OMol25).

```
28
Properties=species:S:1:pos:R:3:forces:R:3:nbo_charge:R:1
C 0.7495 0.1243 0.4720 1.262 -3.012 0.302 0.410
C -1.3942 0.7320 -1.0117 0.976 -1.881 0.415 0.254
C -0.2195 -0.6405 -0.2854 -3.526 4.528 -1.817 -0.375
C 1.6699 -1.7782 0.4436 1.229 1.155 0.490 -0.522
C -1.7619 1.8564 -0.0726 0.100 0.070 0.059 -0.652
C 1.9721 -2.2502 1.8507 -0.006 0.033 -0.056 -0.634
N 1.4369 1.1265 -0.1836 0.004 -0.948 0.037 -0.887
N 0.4653 0.3690 1.8018 -0.212 0.434 -0.022 -0.859
N -0.6372 1.2902 -2.1444 0.019 -0.042 -0.088 -0.899
N -2.5857 -0.0087 -1.3624 -0.308 -0.040 -0.088 -0.872
H 2.1524 1.6174 0.3314 -0.207 0.095 -0.594 0.385
H 1.0742 1.3342 -1.1196 0.540 0.385 0.452 0.443
H 1.1299 0.9209 2.3217 -0.472 -0.280 0.220 0.386
H -0.3209 -0.0924 2.2293 0.502 0.092 0.233 0.398
H -1.1114 2.0928 -2.5636 0.016 -0.170 0.150 0.357
H -0.5331 0.5945 -2.8766 -0.041 0.030 0.034 0.358
H -3.2628 0.5547 -1.8794 0.141 -0.049 0.077 0.344
H -2.3748 -0.8283 -1.9210 0.012 0.065 0.017 0.352
H -0.9174 -1.2242 0.2976 0.204 -0.336 -0.049 0.226
H 0.0920 -1.0107 -1.2510 0.209 -0.352 0.165 0.212
H 2.5696 -1.4632 -0.0887 0.191 0.011 0.056 0.179
H 1.2652 -2.6076 -0.1383 -0.595 0.286 -0.095 0.177
H -2.4525 2.5677 -0.5564 0.033 -0.184 -0.086 0.188
H -0.8778 2.4240 0.2194 -0.081 -0.118 0.112 0.227
H -2.2739 1.4627 0.8039 0.095 0.053 0.041 0.221
H 2.5946 -3.1524 1.8741 0.040 0.044 -0.081 0.204
H 1.0508 -2.5231 2.3776 0.021 0.171 0.080 0.189
H 2.5005 -1.4878 2.4315 -0.147 -0.040 0.035 0.193
```
Positions in Å, forces in eV/Å.

E_HOMO	-6.34	eV
E_LUMO	0.94	eV
frontier orbital gap	7.27	eV
max |F|	6.020	eV Å⁻¹
E	-12471.21432	eV
2S+1	1


# C4H16NO2

A 3-piece molecular cluster, C4H16NO2 overall (the ωB97M-V functional and the def2-TZVPD basis, OMol25).

```
23
Properties=species:S:1:pos:R:3:forces:R:3:nbo_charge:R:1
C 0.6596 0.0710 0.1237 -0.787 -1.450 -3.008 -0.203
C 1.1315 -1.2861 -0.6435 -0.991 2.022 2.071 -0.221
C 0.9647 -2.3589 0.3910 0.284 -1.388 1.921 -0.625
C 0.2729 -1.5594 -1.8700 0.018 -1.832 2.992 -0.643
N 0.2397 1.0745 -0.9623 1.549 3.723 1.534 -0.745
H -0.2130 -0.0993 0.7191 -0.473 -0.278 0.315 0.214
H 1.4244 0.4838 0.7191 0.905 0.543 0.511 0.220
H 2.2043 -1.1340 -0.7901 -0.183 -0.247 -0.692 0.226
H -0.0456 -2.5015 0.8282 0.151 0.489 -0.707 0.219
H 1.1778 -3.3244 -0.0921 0.349 0.165 0.536 0.234
H 1.5873 -2.2073 1.3466 -0.426 -0.278 -1.668 0.227
H -0.7344 -1.2819 -1.7781 -1.708 0.311 0.855 0.212
H 0.2411 -2.5947 -2.1413 0.210 -0.755 0.111 0.254
H 0.5418 -1.1035 -2.7006 1.934 2.311 -4.033 0.206
H 0.8156 2.0788 -0.7298 -1.840 -3.625 -1.776 0.461
H 0.2708 0.6626 -1.8911 1.245 0.348 -0.247 0.442
H -0.7586 1.3853 -0.9494 0.111 -0.211 1.205 0.475
H -2.6099 2.4821 0.0724 -1.748 2.244 -0.311 0.493
H -1.7955 1.6904 0.9471 1.293 -0.101 3.696 0.495
O -2.0937 1.7240 0.0906 0.155 -1.856 -3.209 -0.949
H -1.5844 2.0337 3.4835 0.224 0.358 0.984 0.502
H -0.5420 3.2487 3.0402 -1.127 -1.237 0.460 0.509
O -1.1542 2.5163 2.7869 0.854 0.744 -1.539 -1.004
```
Positions in Å, forces in eV/Å.

total charge	+1
E_HOMO	-15.16	eV
E_LUMO	-3.28	eV
frontier orbital gap	11.88	eV
max |F|	5.035	eV Å⁻¹
E	-9985.31300	eV
2S+1	1


# C21H20F

A 2-piece molecular cluster, C21H20F overall (the ωB97M-V functional and the def2-TZVPD basis, OMol25).

```
42
Properties=species:S:1:pos:R:3:forces:R:3:nbo_charge:R:1
C -0.3700 0.7377 3.1859 -0.222 -0.303 0.442 -0.674
C 0.7326 1.1083 2.2556 -0.363 1.232 -1.872 0.220
C 2.1293 0.6678 2.5325 0.364 -0.255 0.298 -0.679
C 0.4572 1.8591 1.1305 0.247 -0.434 0.776 -0.169
C 1.4064 2.3004 0.1165 -0.357 0.852 -1.176 -0.214
C 0.7169 3.0349 -0.8507 1.234 -0.943 1.245 -0.246
C -0.6786 3.0812 -0.4780 -0.467 -0.930 1.766 -0.242
C -0.8401 2.3750 0.7161 -0.347 0.901 -1.172 -0.253
H 0.0209 0.1382 4.0154 -0.237 0.125 -0.118 0.226
H -0.8586 1.6329 3.5996 0.106 -0.255 -0.091 0.220
H -1.1439 0.1529 2.6659 0.217 0.159 0.179 0.248
H 2.1680 0.0917 3.4629 0.141 0.097 -0.212 0.223
H 2.5191 0.0398 1.7180 -0.118 0.163 0.234 0.251
H 2.8031 1.5315 2.6287 -0.159 -0.247 -0.016 0.241
H 2.4706 2.0713 0.1451 -0.326 0.151 -0.180 0.220
H 1.1487 3.4921 -1.7365 -0.073 -0.136 0.202 0.224
H -1.4695 3.5726 -1.0369 0.144 -0.118 0.072 0.213
H -1.7651 2.2042 1.2635 0.140 0.072 -0.269 0.206
F -0.4679 8.6322 -1.5500 -0.372 -1.200 1.515 -0.290
C -0.7352 7.7977 -0.4977 0.530 0.855 -0.942 0.509
C 0.2879 7.5149 0.4093 -0.116 -0.112 0.142 -0.294
C 0.0006 6.6695 1.4677 -0.174 -0.161 0.076 -0.045
C -1.2963 6.0901 1.6547 0.341 0.102 -0.221 -0.201
C -1.4693 5.2304 2.7785 -0.298 0.495 -0.434 0.171
C -2.6314 4.5894 3.2915 -0.474 -0.582 0.461 -0.202
C -2.4799 3.8489 4.5131 0.000 0.319 -0.431 -0.085
C -3.5460 3.1690 5.0838 -0.106 -0.028 0.014 -0.233
C -4.8097 3.1841 4.4688 0.585 0.206 -0.071 -0.085
C -4.9892 3.9028 3.2790 0.173 0.219 -0.199 -0.238
C -3.9331 4.5995 2.7011 0.007 -0.214 0.300 -0.036
C -2.2882 6.4203 0.6845 0.127 0.305 -0.316 -0.060
C -2.0186 7.2698 -0.3812 -0.276 -0.442 0.474 -0.284
H 1.2770 7.9512 0.2847 -0.280 -0.090 -0.031 0.265
H 0.7759 6.4315 2.1981 -0.140 0.094 -0.267 0.233
H -0.5655 5.0813 3.3789 -0.235 0.013 -0.200 0.226
H -1.4983 3.8516 4.9979 -0.370 -0.087 -0.138 0.228
H -3.4017 2.6222 6.0175 -0.043 0.181 -0.316 0.245
H -5.6465 2.6456 4.9158 0.263 0.157 -0.123 0.243
H -5.9685 3.9285 2.7952 0.347 -0.024 0.196 0.243
H -4.1221 5.1529 1.7878 -0.128 -0.379 0.490 0.198
H -3.2854 6.0066 0.7540 0.403 0.268 -0.247 0.212
H -2.7941 7.5139 -1.1067 0.312 -0.026 0.158 0.263
```
Positions in Å, forces in eV/Å.

total charge	+1
E_HOMO	-10.54	eV
E_LUMO	-5.93	eV
frontier orbital gap	4.61	eV
max |F|	2.271	eV Å⁻¹
E	-24810.16329	eV
2S+1	1